1.
A structure of composition C39H66BrGeN2O6SiTi in a non-equilibrium geometry. Source: the Open Molecules 2025 dataset; level of theory: the ωB97M-V functional and the def2-TZVPD basis.

Computed properties:
Energy above the lowest of the compared OMol25 structures with the same formula, charge and spin, eV: 0.695
Frontier orbital gap (alpha / beta), eV: 7.0 / 8.0
Multiplicity: 2
Total charge: 0
Max |F|, eV/Å: 2.997

Geometry (Å):
1 Ti -1.17 -1.01 -1.26
2 C 1.15 -3.57 -0.77
3 C -0.15 -4.13 -1.34
4 C -0.77 -5.12 -0.37
5 C 0.10 -4.78 -2.69
6 O -1.08 -3.03 -1.50
7 Ge -2.68 -3.00 -2.61
8 O -3.39 -1.89 -1.27
9 C -4.45 -2.31 -0.39
10 C -3.89 -2.97 0.86
11 C -5.37 -3.30 -1.10
12 C -5.25 -1.06 -0.03
13 O -1.95 -1.35 -3.26
14 C -2.43 -0.67 -4.43
15 C -3.04 0.67 -4.04
16 C -1.25 -0.46 -5.36
17 C -3.51 -1.50 -5.13
18 H 1.82 -4.40 -0.50
19 H 0.95 -2.98 0.12
20 H 1.64 -2.93 -1.50
21 H -0.11 -5.98 -0.21
22 H -1.73 -5.48 -0.75
23 H -0.94 -4.63 0.60
24 H 0.86 -5.56 -2.60
25 H 0.46 -4.02 -3.40
26 H -0.81 -5.22 -3.10
27 H -3.17 -3.74 0.58
28 H -4.70 -3.43 1.44
29 H -3.38 -2.24 1.49
30 H -4.86 -4.25 -1.27
31 H -5.69 -2.91 -2.07
32 H -6.26 -3.50 -0.49
33 H -4.59 -0.29 0.36
34 H -6.00 -1.30 0.74
35 H -5.76 -0.67 -0.91
36 H -2.26 1.37 -3.72
37 H -3.74 0.54 -3.21
38 H -3.56 1.11 -4.89
39 H -0.46 0.09 -4.85
40 H -1.55 0.10 -6.25
41 H -0.84 -1.43 -5.68
42 H -4.38 -1.62 -4.49
43 H -3.13 -2.49 -5.38
44 H -3.82 -1.01 -6.05
45 C 4.02 -1.51 -3.13
46 O 2.66 -1.27 -3.48
47 C 2.24 0.02 -3.39
48 C 2.88 1.06 -4.00
49 C 2.38 2.37 -3.90
50 C 1.23 2.60 -3.19
51 C 0.55 1.55 -2.56
52 C -0.63 1.84 -1.77
53 N -1.28 0.95 -1.15
54 N -1.83 1.35 0.07
55 C -2.01 0.34 0.84
56 O -1.51 -0.85 0.59
57 C -2.69 0.63 2.14
58 C -2.56 -0.27 3.17
59 C -3.17 -0.02 4.40
60 C -3.91 1.13 4.59
61 C -4.03 2.05 3.55
62 C -3.42 1.80 2.33
63 C 1.06 0.24 -2.64
64 O 0.48 -0.76 -2.03
65 H 4.19 -2.58 -3.24
66 H 4.21 -1.21 -2.10
67 H 4.71 -0.97 -3.79
68 H 3.79 0.87 -4.57
69 H 2.90 3.18 -4.38
70 H 0.83 3.61 -3.10
71 H -0.92 2.88 -1.59
72 H -1.96 -1.16 3.02
73 H -3.07 -0.73 5.21
74 H -4.39 1.32 5.54
75 H -4.60 2.96 3.69
76 H -3.49 2.50 1.51
77 C 3.47 3.19 0.05
78 C 3.96 2.23 1.15
79 C 5.02 2.95 2.01
80 C 4.64 1.06 0.42
81 Si 2.49 1.67 2.24
82 Br 1.42 0.17 0.91
83 C 2.97 0.65 3.78
84 C 4.07 -0.37 3.42
85 C 3.51 1.56 4.90
86 C 1.78 -0.15 4.34
87 C 1.22 3.03 2.59
88 C 0.38 3.35 1.33
89 C 1.91 4.32 3.07
90 C 0.21 2.59 3.67
91 H 4.31 3.40 -0.63
92 H 3.11 4.14 0.44
93 H 2.68 2.74 -0.56
94 H 5.78 3.40 1.34
95 H 5.54 2.26 2.68
96 H 4.60 3.76 2.62
97 H 5.52 1.45 -0.11
98 H 3.97 0.61 -0.31
99 H 4.97 0.27 1.09
100 H 5.01 0.12 3.15
101 H 3.77 -1.02 2.59
102 H 4.26 -1.00 4.29
103 H 4.40 2.12 4.59
104 H 3.79 0.94 5.76
105 H 2.77 2.29 5.24
106 H 1.22 -0.67 3.56
107 H 1.08 0.47 4.90
108 H 2.16 -0.92 5.03
109 H 0.98 3.71 0.50
110 H -0.34 4.14 1.59
111 H -0.19 2.48 0.99
112 H 2.50 4.80 2.29
113 H 2.57 4.16 3.94
114 H 1.14 5.04 3.38
115 H -0.27 1.64 3.42
116 H -0.58 3.35 3.74
117 H 0.68 2.50 4.65

***

2.
A structure of composition C39H66BrNO3PPtSi4 in a non-equilibrium geometry. Source: the Open Molecules 2025 dataset; level of theory: the ωB97M-V functional and the def2-TZVPD basis.

Computed properties:
Energy above the lowest of the compared OMol25 structures with the same formula, charge and spin, eV: 2.081
Frontier orbital gap, eV: 6.3
Multiplicity: 1
Total charge: -1
Max |F|, eV/Å: 1.051

Geometry (Å):
1 Pt -0.01 0.43 0.20
2 C 3.73 2.79 2.22
3 C 2.42 2.01 2.37
4 C 1.73 2.38 3.68
5 P 1.28 2.13 0.91
6 C 2.25 2.75 -0.51
7 C 1.32 3.32 -1.58
8 C 3.13 1.65 -1.10
9 C 0.13 3.46 1.27
10 C 0.46 4.70 1.82
11 C -0.50 5.67 2.04
12 C -0.16 7.00 2.66
13 C -1.82 5.36 1.67
14 C -2.17 4.15 1.10
15 C -1.18 3.17 0.87
16 N -1.39 1.98 0.26
17 C -2.71 1.59 -0.05
18 C -3.47 0.94 0.93
19 C -2.89 0.68 2.30
20 C -4.78 0.58 0.64
21 C -5.35 0.86 -0.60
22 C -6.75 0.42 -0.92
23 C -4.58 1.52 -1.55
24 C -3.26 1.88 -1.30
25 C -2.44 2.60 -2.33
26 H 4.35 2.58 3.10
27 H 3.56 3.86 2.19
28 H 4.30 2.50 1.34
29 H 2.67 0.95 2.41
30 H 1.76 3.46 3.84
31 H 2.25 1.90 4.51
32 H 0.69 2.09 3.72
33 H 2.87 3.56 -0.10
34 H 0.65 2.56 -1.95
35 H 1.92 3.66 -2.43
36 H 0.74 4.16 -1.20
37 H 2.48 0.86 -1.47
38 H 3.83 1.22 -0.39
39 H 3.70 2.04 -1.95
40 H 1.49 4.91 2.08
41 H 0.92 7.11 2.75
42 H -0.58 7.09 3.66
43 H -0.54 7.83 2.06
44 H -2.60 6.09 1.83
45 H -3.19 3.96 0.80
46 H -1.90 0.23 2.22
47 H -3.54 0.02 2.87
48 H -2.78 1.61 2.85
49 H -5.37 0.07 1.39
50 H -7.35 0.32 -0.01
51 H -6.76 -0.54 -1.43
52 H -7.25 1.14 -1.58
53 H -5.01 1.75 -2.51
54 H -3.02 2.74 -3.25
55 H -1.54 2.05 -2.57
56 H -2.13 3.58 -1.96
57 C -2.89 -1.38 -2.73
58 O -1.97 -1.38 -1.66
59 H -3.54 -0.50 -2.72
60 H -3.52 -2.27 -2.62
61 H -2.38 -1.44 -3.70
62 H -1.25 -0.77 -1.91
63 Br 3.03 -4.18 -6.61
64 C 2.20 -2.74 -5.68
65 C 2.20 -1.48 -6.26
66 C 1.58 -0.44 -5.58
67 C 0.99 -0.65 -4.34
68 C 1.02 -1.92 -3.78
69 C 1.61 -2.98 -4.46
70 C 0.33 0.51 -3.62
71 O 0.21 1.56 -4.25
72 O -0.05 0.32 -2.42
73 H 2.67 -1.32 -7.22
74 H 1.54 0.56 -6.00
75 H 0.59 -2.06 -2.80
76 H 1.63 -3.97 -4.03
77 C 1.06 -0.69 3.85
78 Si 0.43 -2.23 2.99
79 C -1.34 -2.45 3.63
80 C 1.43 -3.66 3.73
81 Si 0.58 -1.90 0.63
82 Si 2.87 -2.43 0.23
83 C 3.34 -4.25 0.46
84 C 3.56 -2.00 -1.47
85 C 4.00 -1.51 1.43
86 Si -0.71 -3.73 -0.25
87 C -0.03 -5.32 0.49
88 C -0.90 -4.24 -2.06
89 C -2.46 -3.59 0.44
90 H 0.61 -0.58 4.84
91 H 0.80 0.16 3.25
92 H 2.15 -0.69 3.97
93 H -1.47 -1.87 4.55
94 H -1.55 -3.49 3.86
95 H -2.09 -2.11 2.92
96 H 1.36 -3.62 4.82
97 H 2.48 -3.61 3.45
98 H 1.05 -4.63 3.42
99 H 3.04 -4.84 -0.40
100 H 2.89 -4.69 1.34
101 H 4.43 -4.34 0.56
102 H 3.49 -2.85 -2.15
103 H 4.62 -1.74 -1.36
104 H 3.05 -1.17 -1.95
105 H 3.71 -1.63 2.47
106 H 3.99 -0.45 1.20
107 H 5.02 -1.87 1.31
108 H 0.93 -5.58 0.06
109 H -0.72 -6.14 0.27
110 H 0.10 -5.28 1.57
111 H -0.17 -5.01 -2.32
112 H -0.82 -3.44 -2.79
113 H -1.90 -4.68 -2.16
114 H -2.48 -3.76 1.51
115 H -3.10 -4.33 -0.03
116 H -2.88 -2.60 0.24